{
  "formula": "C45H50BrCeN7O3SSi",
  "method": "wB97M-V/def2-TZVPD",
  "gap_ev": [5.0822, 5.0781],
  "lumo_energy_ev": [-7.2998, -7.3041],
  "total_charge": 2,
  "largest_force_ev_per_a": 2.12,
  "homo_ev": [-12.4, -12.4],
  "energy_ev": -165727.0011,
  "species": ["Ce", "C", "C", "C", "C", "C", "C", "C", "N", "N", "C", "C", "C", "C", "C", "C", "N", "C", "C", "C", "C", "C", "C", "N", "H", "H", "H", "H", "H", "H", "H", "H", "H", "H", "H", "H", "H", "H", "H", "H", "H", "H", "H", "H", "C", "Si", "C", "C", "N", "C", "C", "C", "C", "C", "C", "O", "C", "C", "C", "C", "C", "C", "H", "H", "H", "H", "H", "H", "H", "H", "H", "H", "H", "H", "H", "H", "H", "H", "H", "H", "S", "C", "N", "C", "C", "C", "N", "H", "H", "H", "H", "H", "H", "H", "H", "Br", "C", "C", "C", "C", "C", "C", "C", "O", "O", "H", "H", "H", "H"],
  "xyz": [[0.38591, 0.11621, -0.20790], [-0.22065, -3.56827, -1.19102], [-1.71546, -3.30649, -1.26416], [-2.31159, -2.61098, -0.07425], [-3.39361, -3.19327, 0.56961], [-4.07559, -2.49028, 1.55048], [-3.64684, -1.21207, 1.84800], [-2.52992, -0.72183, 1.20033], [-1.84538, -1.39568, 0.26632], [0.60841, -2.45088, -1.68702], [0.42708, -2.30122, -3.13589], [0.25741, -0.89143, -3.63593], [0.28792, -0.67151, -5.00426], [0.05212, 0.60082, -5.49054], [-0.18941, 1.62309, -4.58753], [-0.17600, 1.33099, -3.24110], [0.03504, 0.09469, -2.76033], [2.00417, -2.81475, -1.42507], [2.34785, -2.84224, 0.03619], [3.39361, -3.64301, 0.46849], [3.74169, -3.64291, 1.80727], [3.01142, -2.85196, 2.67897], [1.97738, -2.09059, 2.16988], [1.64267, -2.06749, 0.87173], [0.00713, -4.46981, -1.77421], [0.06107, -3.76838, -0.15842], [-2.23061, -4.25514, -1.40351], [-1.93278, -2.69133, -2.14068], [-3.71174, -4.18549, 0.28098], [-4.92297, -2.92953, 2.05912], [-4.14730, -0.59791, 2.58284], [-2.17639, 0.26898, 1.44513], [-0.46616, -2.84333, -3.45143], [1.25921, -2.76083, -3.67806], [0.47617, -1.49680, -5.67845], [0.06813, 0.79874, -6.55417], [-0.37830, 2.63615, -4.91034], [-0.30833, 2.11657, -2.51086], [2.64916, -2.08183, -1.90051], [2.23051, -3.79636, -1.86147], [3.93289, -4.25584, -0.24156], [4.55873, -4.25558, 2.16417], [3.23663, -2.82073, 3.73515], [1.36779, -1.48320, 2.82339], [2.11667, 1.63543, 1.93891], [0.63705, 2.84935, 1.93415], [0.18290, 3.10127, 3.76356], [1.21754, 4.50073, 1.24799], [-0.54279, 2.04827, 0.93988], [-1.81204, 2.56581, 0.78278], [-2.34941, 3.57050, 1.61177], [-3.65044, 4.00993, 1.50997], [-4.50079, 3.45412, 0.56382], [-4.00775, 2.48251, -0.28930], [-2.68708, 2.07616, -0.20645], [-2.20061, 1.08608, -1.07171], [-2.91333, 0.97625, -2.26980], [-3.41225, -0.26551, -2.62290], [-4.07350, -0.43119, -3.83127], [-4.25615, 0.65061, -4.67887], [-3.79302, 1.90252, -4.29715], [-3.12273, 2.07114, -3.09822], [2.74569, 1.77254, 2.81819], [2.75524, 1.82343, 1.07352], [1.80567, 0.58095, 1.92616], [1.06224, 3.04158, 4.40837], [-0.55244, 2.36422, 4.09770], [-0.25438, 4.08858, 3.92593], [1.94903, 4.95776, 1.91581], [0.38024, 5.19388, 1.13925], [1.67538, 4.38123, 0.26360], [-1.70780, 4.00350, 2.36770], [-4.00548, 4.78347, 2.17719], [-5.53161, 3.76938, 0.48804], [-4.65228, 2.03543, -1.03270], [-3.30844, -1.08528, -1.92769], [-4.46728, -1.40472, -4.09374], [-4.77546, 0.52498, -5.61911], [-3.95151, 2.75569, -4.94398], [-2.77509, 3.05004, -2.78868], [-0.80087, -0.67373, 3.55968], [0.03849, -0.69302, 5.02872], [-0.34277, -1.51385, 6.01198], [0.28663, -1.58401, 7.32929], [1.73725, -1.14554, 7.20870], [1.78040, 0.20755, 6.51826], [1.11665, 0.08171, 5.22394], [-1.16567, -2.06131, 5.82459], [0.22665, -2.61182, 7.68358], [-0.25065, -0.94822, 8.03739], [2.28174, -1.87153, 6.60106], [2.20043, -1.09498, 8.19154], [2.80697, 0.53036, 6.35168], [1.28150, 0.96299, 7.13250], [1.28054, 0.77604, 4.51537], [2.79111, 3.68605, -3.46386], [3.31051, 1.90877, -3.85253], [3.80999, 1.69591, -5.13036], [4.34131, 0.46743, -5.48170], [4.46144, -0.53231, -4.52771], [3.98547, -0.31252, -3.25112], [3.33727, 0.87568, -2.89933], [2.59350, 0.86966, -1.59128], [1.74263, 1.76209, -1.33237], [2.74205, -0.11346, -0.80408], [3.79158, 2.50921, -5.84301], [4.69872, 0.30871, -6.49038], [4.92880, -1.47435, -4.78071], [4.12322, -1.05949, -2.48193]],
  "forces_ev_per_a": [[-1.0, 0.3, 0.2], [-0.2, -0.1, 0.1], [0.1, 0.1, 0.1], [0.0, -0.2, -0.1], [0.0, 0.1, 0.0], [0.1, 0.0, 0.0], [-0.1, 0.1, 0.1], [-0.1, -0.1, -0.1], [0.1, 0.1, 0.1], [0.0, 0.2, 0.3], [-0.1, 0.1, -0.2], [0.1, -0.2, 0.1], [-0.1, 0.1, -0.1], [0.1, 0.0, 0.0], [0.0, 0.1, 0.1], [0.1, 0.0, -0.3], [0.2, 0.0, 0.2], [0.2, 0.0, 0.0], [0.0, -0.1, 0.0], [0.0, 0.0, 0.0], [0.0, 0.0, 0.1], [0.0, -0.1, -0.1], [0.0, 0.0, 0.1], [0.0, 0.4, 0.0], [0.1, 0.0, 0.0], [0.0, 0.0, 0.0], [0.0, 0.0, 0.0], [-0.1, -0.1, -0.1], [0.0, 0.0, 0.0], [0.0, 0.0, 0.0], [0.0, 0.0, 0.0], [0.0, 0.0, 0.1], [0.0, -0.1, 0.0], [0.0, 0.0, 0.0], [0.0, 0.0, 0.0], [0.0, 0.0, 0.0], [0.0, 0.0, 0.0], [0.0, 0.0, 0.0], [-0.1, 0.0, -0.1], [0.0, 0.0, 0.0], [0.0, 0.0, 0.0], [0.0, 0.0, 0.0], [0.0, 0.0, 0.0], [0.0, 0.0, 0.0], [-0.4, 0.3, -0.6], [1.4, 0.4, 1.1], [-0.4, -0.1, -0.4], [-0.3, -0.4, -0.2], [0.4, -1.5, -1.4], [-0.5, 0.0, -0.3], [0.3, 0.0, 0.1], [0.0, 0.1, 0.1], [0.1, -0.1, 0.0], [-0.2, 0.0, 0.0], [0.0, -0.3, 0.1], [0.3, 0.7, 0.3], [-0.3, -0.4, -0.6], [0.1, 0.0, 0.3], [0.0, 0.0, -0.1], [0.0, -0.1, 0.0], [0.0, 0.0, -0.1], [0.2, 0.1, 0.2], [-0.1, -0.1, 0.1], [0.1, -0.1, 0.0], [0.2, -0.1, 0.3], [0.1, 0.0, -0.1], [0.1, 0.0, 0.0], [0.0, 0.0, 0.0], [0.0, 0.0, 0.1], [0.0, 0.0, 0.0], [0.0, 0.0, 0.0], [-0.1, 0.0, 0.0], [0.0, 0.0, 0.0], [0.0, 0.0, 0.0], [0.0, 0.0, 0.1], [0.0, 0.0, 0.0], [0.0, 0.0, 0.0], [0.0, 0.0, 0.0], [0.0, 0.0, 0.0], [0.0, 0.0, -0.1], [-0.2, 0.1, -0.2], [0.2, -0.1, 0.1], [0.1, 0.1, 0.0], [0.1, 0.0, 0.0], [-0.1, 0.0, -0.1], [0.1, -0.1, 0.1], [-0.1, 0.0, 0.1], [0.0, 0.0, 0.0], [-0.1, 0.0, 0.0], [0.0, 0.0, 0.0], [0.1, 0.0, 0.1], [0.0, 0.0, 0.0], [0.0, 0.0, 0.0], [0.0, 0.0, 0.0], [0.0, 0.0, 0.0], [-0.2, -0.1, 0.1], [0.1, 0.0, 0.2], [-0.1, 0.1, 0.0], [0.0, 0.0, 0.0], [0.1, -0.1, -0.1], [-0.1, 0.0, 0.1], [-0.2, 0.1, 0.1], [1.3, 0.5, -1.1], [-0.6, -0.2, 0.7], [-0.9, 0.0, 0.2], [0.0, 0.0, 0.0], [0.0, 0.0, 0.0], [0.0, 0.0, 0.0], [0.0, 0.0, -0.1]],
  "lowdin_charge": [1.380, -0.150, -0.098, -0.267, 0.009, -0.013, -0.046, -0.243, 0.050, -0.157, -0.099, -0.213, 0.012, -0.004, -0.027, -0.136, 0.040, -0.138, -0.257, 0.014, -0.016, -0.019, -0.121, 0.046, 0.141, 0.130, 0.130, 0.102, 0.124, 0.124, 0.124, 0.054, 0.135, 0.143, 0.132, 0.128, 0.126, 0.123, 0.095, 0.145, 0.129, 0.124, 0.113, 0.016, -0.147, 0.448, -0.168, -0.134, -0.134, -0.279, -0.011, -0.053, -0.039, 0.000, -0.194, -0.074, -0.295, 0.006, -0.049, -0.060, -0.050, -0.037, 0.060, 0.042, -0.019, 0.033, 0.020, 0.036, 0.047, 0.039, 0.031, 0.083, 0.118, 0.118, 0.130, 0.099, 0.114, 0.114, 0.119, 0.140, 0.757, -0.797, 0.025, -0.152, -0.154, -0.155, 0.027, 0.127, 0.128, 0.129, 0.118, 0.126, 0.127, 0.131, 0.079, 0.854, -0.588, -0.119, -0.047, -0.051, -0.020, -0.135, -0.587, -0.134, -0.078, 0.106, 0.120, 0.115, 0.111]
}